55
Properties=species:S:1:pos:R:3 method="wB97M-V/def2-TZVPD" orbital_gap_ev=5.43 largest_force_ev_per_a=2.6 charge=-2 e_lumo_ev=4.44
C -0.474 -2.005 -2.876
C 0.917 -1.789 -3.201
C 1.096 -0.389 -3.470
C 1.985 -2.818 -3.330
C -0.172 0.272 -3.288
C -1.143 -0.723 -2.923
C -2.609 -0.490 -2.740
C -1.110 -3.321 -2.562
C 2.363 0.258 -3.903
C -0.425 1.708 -3.584
Sn 0.430 -0.713 -0.781
Cl 4.926 -2.873 -0.360
Cl 1.359 -2.721 -0.293
Cl 2.396 0.567 -0.774
H 1.685 -3.750 -2.830
H 2.936 -2.479 -2.878
H 2.129 -3.001 -4.407
H 3.236 -0.219 -3.425
H 2.362 1.332 -3.655
H 2.450 0.148 -4.997
H 0.396 2.343 -3.201
H -1.381 2.034 -3.144
H -0.475 1.831 -4.682
H -2.805 0.519 -2.327
H -3.053 -1.252 -2.073
H -3.097 -0.559 -3.731
H -0.416 -3.983 -2.011
H -1.371 -3.796 -3.525
H -2.029 -3.191 -1.962
O -1.305 -1.412 0.111
H -1.711 -0.550 0.369
C -1.852 0.927 5.305
C -1.612 0.702 3.835
C -0.250 1.194 3.255
C 0.007 2.730 3.442
C -1.021 3.673 2.908
C 0.906 0.516 4.053
O 1.105 0.663 5.262
N 1.754 -0.290 3.316
C 1.771 -0.626 1.927
O 2.701 -1.296 1.557
N 0.685 -0.064 1.325
C -0.217 0.857 1.742
O -1.051 1.363 0.958
H -1.149 0.368 5.917
H -2.852 0.584 5.548
H -1.781 1.978 5.567
H -1.688 -0.372 3.614
H -2.394 1.190 3.248
H 0.128 2.890 4.521
H 0.997 2.953 3.009
H -1.992 3.483 3.353
H -0.724 4.684 3.166
H -1.099 3.600 1.830
H 2.540 -0.685 3.796

***

56
Properties=species:S:1:pos:R:3 method="wB97M-V/def2-TZVPD" orbital_gap_ev=8.83 largest_force_ev_per_a=4.6 e_lumo_ev=0.22 smiles="[H]/N=C(/NCCc1ccc(I)c(Cl)c1)N/C(N)=N/[H].CNC(=O)[C@H]1CCCN1C(C)=O"
H -1.716 -1.162 -0.937
N -2.325 -0.396 -1.202
C -1.805 0.764 -1.168
N -2.510 1.883 -1.489
C -3.888 1.858 -2.004
C -3.928 1.661 -3.528
C -4.219 0.233 -3.931
C -3.303 -0.505 -4.692
C -3.606 -1.813 -5.088
C -4.822 -2.403 -4.726
I -5.269 -4.501 -5.403
C -5.741 -1.674 -3.956
Cl -7.267 -2.366 -3.455
C -5.437 -0.365 -3.575
N -0.505 0.825 -0.839
C -0.003 1.960 -0.351
N -0.413 2.487 0.812
N 0.869 2.559 -1.050
H 1.304 3.379 -0.641
H -1.938 2.694 -1.695
H -4.475 1.086 -1.493
H -4.360 2.815 -1.763
H -2.986 2.001 -3.970
H -4.721 2.293 -3.940
H -2.352 -0.064 -4.974
H -2.893 -2.380 -5.678
H -6.165 0.187 -2.990
H 0.073 0.507 -1.599
H -0.228 3.472 0.942
H -1.297 2.114 1.142
C 5.589 -0.780 3.459
N 4.969 -2.083 3.212
C 3.674 -2.395 3.063
O 3.373 -3.576 2.962
C 2.557 -1.333 3.004
C 2.081 -0.978 4.418
C 1.492 0.420 4.250
C 2.423 1.046 3.218
N 2.863 -0.046 2.364
C 3.292 0.166 1.105
C 3.486 -1.013 0.167
O 3.544 1.290 0.684
H 5.702 -0.230 2.523
H 6.577 -0.922 3.900
H 4.987 -0.191 4.152
H 5.580 -2.887 3.209
H 1.715 -1.774 2.469
H 2.927 -0.931 5.106
H 1.337 -1.687 4.781
H 0.483 0.348 3.838
H 1.489 0.978 5.186
H 1.894 1.811 2.647
H 3.289 1.485 3.715
H 4.361 -1.583 0.472
H 3.641 -0.635 -0.842
H 2.602 -1.648 0.179

***

50
Properties=species:S:1:pos:R:3 method="wB97M-V/def2-TZVPD" orbital_gap_ev="8.27 / 5.39" multiplicity=5 s_squared=6.052 largest_force_ev_per_a=0.4 charge=+1 e_lumo_ev="-2.89 / -5.89"
Co 0.298 0.196 0.223
C 1.566 -2.199 2.844
C 0.347 -2.502 2.034
C -0.364 -3.717 2.168
C -1.489 -3.965 1.396
C -1.910 -3.028 0.476
C -1.168 -1.825 0.363
N -0.064 -1.599 1.173
N -1.392 -0.799 -0.439
Si -2.402 -0.585 -1.922
C -2.765 -2.224 -2.705
C -1.350 0.468 -3.011
C -3.931 0.297 -1.373
H 1.915 -3.076 3.382
H 1.344 -1.415 3.570
H 2.363 -1.834 2.195
H -0.018 -4.452 2.882
H -2.031 -4.894 1.515
H -2.780 -3.186 -0.142
H -1.861 -2.831 -2.800
H -3.140 -2.041 -3.715
H -3.527 -2.806 -2.185
H -0.406 -0.016 -3.271
H -1.110 1.416 -2.523
H -1.883 0.694 -3.938
H -4.534 -0.280 -0.670
H -4.549 0.510 -2.250
H -3.677 1.252 -0.907
C -1.006 2.618 1.588
N 0.299 2.024 1.264
C 1.074 1.822 2.501
C 1.060 2.905 0.335
C 2.179 2.147 -0.347
C 3.356 2.795 -0.702
C 4.344 2.096 -1.381
C 4.155 0.756 -1.691
C 2.979 0.116 -1.317
C 1.962 0.793 -0.640
H -0.885 3.596 2.064
H -1.547 1.962 2.269
H -1.588 2.742 0.675
H 1.226 2.774 3.020
H 2.045 1.394 2.258
H 0.532 1.145 3.162
H 1.428 3.782 0.878
H 0.346 3.264 -0.411
H 3.506 3.840 -0.455
H 5.263 2.595 -1.660
H 4.928 0.211 -2.218
H 2.861 -0.935 -1.566

***

56
Properties=species:S:1:pos:R:3 method="wB97M-V/def2-TZVPD" orbital_gap_ev=11.59 relative_energy_ev=0.461 largest_force_ev_per_a=2.0 e_lumo_ev=0.38 smiles="O=C1OC[C@@H](F)O1.O=C1OC[C@@H](F)O1.CCCC#N.CCCC#N.CCCC#N"
O 4.706 3.158 -0.480
C 4.389 2.862 -1.572
O 3.283 3.370 -2.192
C 3.209 2.871 -3.532
C 4.179 1.711 -3.510
F 4.958 1.546 -4.607
O 5.003 1.994 -2.391
H 2.172 2.573 -3.665
H 3.474 3.642 -4.261
H 3.642 0.774 -3.312
O -4.592 -0.301 4.781
C -4.318 -1.275 4.157
O -4.197 -2.504 4.664
C -3.611 -3.348 3.668
C -3.656 -2.528 2.380
F -4.532 -3.101 1.493
O -4.093 -1.265 2.816
H -2.591 -3.618 3.957
H -4.165 -4.285 3.667
H -2.692 -2.472 1.881
C -0.377 2.703 5.846
C -1.790 2.250 5.508
C -1.915 1.582 4.130
C -1.530 2.403 3.003
N -1.221 3.032 2.096
H 0.019 3.475 5.189
H 0.302 1.846 5.844
H -0.390 3.091 6.867
H -2.445 3.125 5.524
H -2.132 1.553 6.272
H -2.971 1.324 3.966
H -1.521 0.565 4.201
C -0.592 -2.969 -3.995
C 0.809 -2.882 -4.568
C 1.011 -1.745 -5.568
C 1.031 -0.397 -5.030
N 1.013 0.672 -4.612
H -0.591 -3.644 -3.135
H -1.263 -3.339 -4.768
H -0.968 -2.048 -3.542
H 1.029 -3.845 -5.030
H 1.577 -2.743 -3.799
H 0.227 -1.797 -6.332
H 1.942 -1.875 -6.129
C 2.023 -0.780 -0.387
C 1.237 0.271 -1.163
C 0.109 0.884 -0.318
C -0.916 -0.119 -0.030
N -1.679 -0.950 0.187
H 1.445 -1.626 -0.006
H 2.464 -0.286 0.484
H 2.803 -1.271 -0.973
H 0.742 -0.258 -1.978
H 1.920 1.039 -1.515
H -0.406 1.693 -0.839
H 0.435 1.260 0.654

***

55
Properties=species:S:1:pos:R:3 method="wB97M-V/def2-TZVPD" orbital_gap_ev=8.45 relative_energy_ev=2.537 largest_force_ev_per_a=3.4 e_lumo_ev=-0.03 smiles="CCOC(=O)[C@@H]([C@@H](c1ccc(C(F)(F)F)cc1)N(C)C)P(=O)(OCC)OCC"
C -2.192 2.342 -1.232
C -2.483 3.052 0.063
O -1.434 2.837 1.096
C -1.440 1.537 1.646
O -2.419 1.131 2.270
C -0.303 0.646 1.251
C -0.944 -1.001 0.723
C -1.071 -1.765 -0.607
C -0.607 -3.049 -0.946
C -0.683 -3.612 -2.225
C -1.368 -2.927 -3.210
C -1.402 -3.469 -4.599
F -2.481 -3.037 -5.303
F -0.246 -2.995 -5.228
F -1.390 -4.825 -4.652
C -2.086 -1.775 -2.863
C -2.003 -1.331 -1.550
N -0.578 -1.896 1.778
C -1.194 -1.744 3.114
C 0.589 -2.737 1.757
P 1.038 1.607 0.544
O 0.979 1.958 -0.881
O 1.360 2.855 1.532
C 1.430 4.256 1.102
C 2.848 4.777 1.126
O 2.269 0.710 1.027
C 2.891 -0.165 0.072
C 4.167 -0.703 0.702
H -2.859 2.704 -2.035
H -1.122 2.384 -1.516
H -2.401 1.279 -1.111
H -3.453 2.763 0.499
H -2.419 4.128 -0.084
H 0.082 0.205 2.154
H -2.045 -0.660 0.938
H -0.158 -3.662 -0.214
H -0.186 -4.573 -2.433
H -2.752 -1.331 -3.612
H -2.672 -0.539 -1.304
H -0.387 -1.832 3.888
H -1.709 -0.760 3.134
H -2.011 -2.502 3.164
H 1.173 -2.590 2.675
H 0.244 -3.777 1.827
H 1.221 -2.578 0.866
H 0.803 4.817 1.800
H 1.000 4.303 0.094
H 2.819 5.802 0.732
H 3.305 4.692 2.127
H 3.456 4.198 0.424
H 2.207 -0.977 -0.272
H 3.179 0.427 -0.812
H 4.528 -1.545 0.103
H 4.960 0.069 0.766
H 3.952 -1.121 1.696

***

58
Properties=species:S:1:pos:R:3 method="wB97M-V/def2-TZVPD" orbital_gap_ev=8.59 relative_energy_ev=0.000 largest_force_ev_per_a=0.4 charge=+1 e_lumo_ev=-3.51
Ga 0.615 -0.280 -0.603
N 3.843 2.983 -2.215
C 2.960 2.520 -1.060
C 3.029 3.574 0.047
P 3.611 0.908 -0.419
O 4.106 0.333 -1.853
O 4.699 1.147 0.536
O 2.420 0.080 0.047
P 1.261 2.447 -1.832
O 0.273 2.964 -0.679
O 1.356 3.379 -2.984
O 0.893 0.988 -2.060
H 4.589 3.596 -1.893
H 3.201 3.467 -2.870
H 4.257 2.175 -2.685
H 4.045 3.635 0.441
H 2.376 3.295 0.871
H 2.712 4.554 -0.320
H 4.616 -0.485 -1.782
H 0.063 3.902 -0.786
C -3.582 0.229 -1.971
C -2.187 0.107 -1.964
N -1.490 0.192 -0.849
C -2.132 0.401 0.314
C -3.513 0.539 0.411
C -4.243 0.443 -0.788
C -4.102 0.766 1.704
C -3.331 0.848 2.809
C -1.901 0.707 2.728
C -1.039 0.782 3.837
C 0.312 0.630 3.659
C 0.815 0.388 2.377
N 0.021 0.314 1.320
C -1.313 0.477 1.488
H -4.119 0.154 -2.906
H -1.625 -0.053 -2.877
H -5.322 0.537 -0.766
H -5.178 0.869 1.774
H -3.777 1.021 3.781
H -1.452 0.957 4.823
H 0.999 0.682 4.492
H 1.870 0.238 2.197
C -2.303 -3.023 -0.451
Si -0.473 -3.372 -0.254
C -0.045 -3.269 1.565
C -0.136 -5.073 -0.931
C 0.576 -2.139 -1.184
H -2.866 -3.897 -0.110
H -2.576 -2.845 -1.497
H -2.637 -2.166 0.145
H -0.641 -3.964 2.163
H -0.236 -2.259 1.944
H 1.012 -3.497 1.738
H -0.755 -5.827 -0.435
H 0.911 -5.361 -0.803
H -0.364 -5.104 -2.001
H 0.292 -2.123 -2.243
H 1.612 -2.495 -1.138

***

50
Properties=species:S:1:pos:R:3 method="wB97M-V/def2-TZVPD" orbital_gap_ev="6.35 / 6.34" relative_energy_ev=0.985 largest_force_ev_per_a=3.0 charge=+2 e_lumo_ev="-7.85 / -7.85"
Ir -0.529 0.841 -0.181
S 2.211 1.545 -3.478
C 3.071 1.841 -2.024
C 2.329 1.611 -0.905
C 1.001 1.192 -1.247
C 0.833 1.086 -2.611
C -0.422 0.520 -3.051
C -0.878 0.276 -4.326
C -2.126 -0.318 -4.482
C -2.882 -0.645 -3.367
C -2.376 -0.370 -2.113
N -1.175 0.202 -1.961
H 4.092 2.189 -2.080
H 2.699 1.773 0.099
H -0.273 0.537 -5.184
H -2.502 -0.526 -5.475
H -3.856 -1.104 -3.460
H -2.924 -0.600 -1.207
C -1.503 -3.444 0.865
C -0.821 -2.590 1.930
Sb 0.436 -1.116 1.106
C 1.608 -0.313 2.663
C 2.336 -1.419 3.431
C 1.813 -2.175 -0.101
C 1.485 -2.237 -1.589
H -2.086 -4.232 1.342
H -0.780 -3.931 0.208
H -2.188 -2.859 0.250
H -0.117 -3.163 2.538
H -1.531 -2.106 2.599
H 0.956 0.275 3.310
H 2.305 0.372 2.177
H 1.641 -2.087 3.940
H 2.976 -0.980 4.196
H 2.975 -2.019 2.781
H 1.840 -3.176 0.336
H 2.780 -1.703 0.082
H 0.517 -2.705 -1.778
H 2.240 -2.829 -2.107
H 1.478 -1.244 -2.035
C -0.209 3.727 1.836
C -1.527 3.042 1.816
C -2.691 3.666 2.492
O -1.680 1.955 1.228
H -0.053 4.256 2.776
H -0.223 4.483 1.043
H 0.607 3.029 1.644
H -2.550 3.524 3.569
H -3.626 3.207 2.187
H -2.705 4.743 2.322

***

56
Properties=species:S:1:pos:R:3 method="wB97M-V/def2-TZVPD" orbital_gap_ev="7.00 / 7.00" multiplicity=2 s_squared=0.753 relative_energy_ev=0.000 largest_force_ev_per_a=2.9 charge=+2 e_lumo_ev="-7.38 / -7.38"
Ti 0.267 -0.499 -0.473
P -2.697 -0.341 -0.810
C -2.223 0.608 -2.349
C -0.854 1.080 -2.805
N 0.276 0.794 -2.115
C 1.483 1.274 -2.529
C 1.583 2.046 -3.674
C 0.439 2.314 -4.419
C -0.785 1.837 -3.963
C 2.715 1.000 -1.678
P 2.686 -0.561 -0.692
H -1.720 2.048 -4.491
H 2.569 2.420 -3.976
H 0.497 2.894 -5.338
H 3.602 0.947 -2.327
H 2.871 1.831 -0.966
H -2.658 0.028 -3.151
H -2.844 1.523 -2.281
H -0.942 -3.395 -5.574
O -1.222 -4.259 -5.289
H -1.671 -4.096 -4.444
H -2.320 -1.703 -0.411
O -0.391 -2.206 -0.710
H 0.005 -3.101 -0.709
C 3.553 -1.759 -1.747
H 4.523 -1.384 -2.102
H 3.710 -2.685 -1.176
H 2.921 -1.994 -2.616
C 3.711 -0.221 0.769
H 3.749 -1.143 1.370
H 4.737 0.075 0.506
H 3.235 0.559 1.392
C -2.864 0.939 0.467
H -3.915 1.259 0.484
H -2.591 0.582 1.469
H -2.242 1.821 0.251
C -4.397 -0.898 -1.194
H -4.830 -1.260 -0.252
H -5.045 -0.124 -1.638
H -4.319 -1.757 -1.877
O 1.676 3.164 4.411
S 1.896 1.775 4.116
O 3.141 1.164 4.516
N 1.575 1.406 2.519
C 0.525 0.629 2.387
O 0.163 0.146 1.224
C -0.159 0.261 3.622
C -1.233 -0.621 3.828
C -1.579 -0.929 5.142
C -0.861 -0.388 6.223
C 0.215 0.487 6.006
C 0.539 0.794 4.692
H -1.762 -1.038 2.973
H -2.409 -1.606 5.347
H -1.124 -0.663 7.244
H 0.794 0.926 6.818

***

49
Properties=species:S:1:pos:R:3 method="wB97M-V/def2-TZVPD" orbital_gap_ev=8.55 relative_energy_ev=2.099 largest_force_ev_per_a=0.6 e_lumo_ev=0.73 smiles=CC(C)N1CCN(Cc2c[nH]c3ccccc23)C[C@@H]1CCO
C -3.665 -2.648 1.174
C -3.176 -1.784 0.006
C -2.468 -2.667 -1.034
N -2.416 -0.662 0.521
C -1.103 -0.915 1.074
C 0.059 -0.651 0.107
N -0.057 0.686 -0.446
C 1.087 1.040 -1.277
C 2.335 1.145 -0.464
C 2.683 2.175 0.360
N 3.884 1.916 0.963
C 4.340 0.702 0.538
C 5.501 0.010 0.860
C 5.698 -1.218 0.267
C 4.764 -1.749 -0.627
C 3.613 -1.068 -0.951
C 3.384 0.178 -0.366
C -1.309 0.787 -1.171
C -2.479 0.599 -0.195
C -2.519 1.747 0.830
C -2.974 3.088 0.256
O -2.021 3.708 -0.577
H -2.846 -3.201 1.625
H -4.116 -2.016 1.934
H -4.407 -3.362 0.824
H -4.062 -1.349 -0.472
H -1.598 -3.154 -0.601
H -2.153 -2.079 -1.892
H -3.152 -3.437 -1.383
H -0.973 -0.262 1.944
H -1.051 -1.945 1.425
H 0.069 -1.409 -0.697
H 1.001 -0.725 0.655
H 0.866 2.010 -1.734
H 1.238 0.306 -2.090
H 2.157 3.088 0.560
H 4.357 2.525 1.608
H 6.222 0.423 1.550
H 6.589 -1.783 0.494
H 4.957 -2.716 -1.069
H 2.898 -1.489 -1.642
H -1.371 0.031 -1.976
H -1.381 1.774 -1.631
H -3.414 0.619 -0.767
H -1.522 1.865 1.257
H -3.206 1.459 1.627
H -3.224 3.763 1.090
H -3.868 2.964 -0.361
H -1.170 3.679 -0.126

***

Please write out number 6 again, unchanged.
58
Properties=species:S:1:pos:R:3 method="wB97M-V/def2-TZVPD" orbital_gap_ev=8.59 relative_energy_ev=0.000 largest_force_ev_per_a=0.4 charge=+1 e_lumo_ev=-3.51
Ga 0.615 -0.280 -0.603
N 3.843 2.983 -2.215
C 2.960 2.520 -1.060
C 3.029 3.574 0.047
P 3.611 0.908 -0.419
O 4.106 0.333 -1.853
O 4.699 1.147 0.536
O 2.420 0.080 0.047
P 1.261 2.447 -1.832
O 0.273 2.964 -0.679
O 1.356 3.379 -2.984
O 0.893 0.988 -2.060
H 4.589 3.596 -1.893
H 3.201 3.467 -2.870
H 4.257 2.175 -2.685
H 4.045 3.635 0.441
H 2.376 3.295 0.871
H 2.712 4.554 -0.320
H 4.616 -0.485 -1.782
H 0.063 3.902 -0.786
C -3.582 0.229 -1.971
C -2.187 0.107 -1.964
N -1.490 0.192 -0.849
C -2.132 0.401 0.314
C -3.513 0.539 0.411
C -4.243 0.443 -0.788
C -4.102 0.766 1.704
C -3.331 0.848 2.809
C -1.901 0.707 2.728
C -1.039 0.782 3.837
C 0.312 0.630 3.659
C 0.815 0.388 2.377
N 0.021 0.314 1.320
C -1.313 0.477 1.488
H -4.119 0.154 -2.906
H -1.625 -0.053 -2.877
H -5.322 0.537 -0.766
H -5.178 0.869 1.774
H -3.777 1.021 3.781
H -1.452 0.957 4.823
H 0.999 0.682 4.492
H 1.870 0.238 2.197
C -2.303 -3.023 -0.451
Si -0.473 -3.372 -0.254
C -0.045 -3.269 1.565
C -0.136 -5.073 -0.931
C 0.576 -2.139 -1.184
H -2.866 -3.897 -0.110
H -2.576 -2.845 -1.497
H -2.637 -2.166 0.145
H -0.641 -3.964 2.163
H -0.236 -2.259 1.944
H 1.012 -3.497 1.738
H -0.755 -5.827 -0.435
H 0.911 -5.361 -0.803
H -0.364 -5.104 -2.001
H 0.292 -2.123 -2.243
H 1.612 -2.495 -1.138